Density functional theory data (ωB97M-V/def2-TZVPD) for a gas-phase ion, C12H23BFN2O5 (charge +1).

```
! wB97M-V def2-TZVPD RIJCOSX def2/J DEFGRID3
* xyz 1 1
C -1.064 -5.103 0.257
C -0.899 -4.323 -1.210
O 0.435 -3.696 -1.186
C 0.376 -2.352 -1.781
C 0.221 -1.121 -0.709
C -0.308 -1.055 0.841
F -0.777 -2.240 1.599
N -0.247 0.358 1.379
C -0.572 0.954 2.731
C 0.804 1.390 3.577
O 1.994 0.620 3.126
C 0.271 1.144 0.167
C 0.488 2.783 0.215
O -0.748 3.506 0.583
C -1.834 3.255 -0.378
C -3.132 2.450 0.261
N 0.566 0.311 -1.062
C 1.120 0.694 -2.433
B 2.787 0.604 -2.282
O 3.405 -0.675 -1.785
O 3.657 1.791 -2.605
H -0.935 -6.257 0.105
H -0.160 -4.742 0.937
H -2.097 -4.783 0.718
H -1.059 -5.110 -2.061
H -1.786 -3.527 -1.229
H 1.353 -2.243 -2.457
H -0.547 -2.287 -2.527
H -1.208 1.960 2.642
H -1.161 0.241 3.457
H 0.621 1.292 4.750
H 1.026 2.525 3.296
H 2.331 1.151 2.338
H 0.975 3.127 -0.792
H 1.289 2.994 1.074
H -2.256 4.321 -0.705
H -1.510 2.679 -1.346
H -3.661 1.730 -0.499
H -3.903 3.277 0.642
H -2.860 1.810 1.220
H 0.762 1.776 -2.769
H 0.763 -0.033 -3.297
H 3.051 -0.868 -0.850
H 4.429 1.670 -1.950
*
```

Results
F_max (eV/A): 6.515
Structure (SMILES): CCOCc1c(F)n(CCO)c(COCC)[n+]1CB(O)O
E_HOMO (eV): -12.698